Record 1
14
Properties=species:S:1:pos:R:3:forces:R:3:nbo_charge:R:1 method="wB97M-V/def2-TZVPD" total_charge=0 max_force_ev_per_a=1.71 smiles="O=CO.CSC" orbital_gap_ev=9.195 total_energy_ev=-18170.201
O 0.4209 -0.9289 1.9396 0.558 -0.720 -0.225 -0.578
C -0.4868 -1.2570 1.2293 -0.735 0.189 1.530 0.634
O -0.7482 -2.5209 0.8243 -0.273 0.805 -0.016 -0.684
H -1.3042 -0.5482 1.0975 -0.215 -0.229 -1.134 0.129
H -0.3496 -3.0584 1.5109 0.594 -0.646 -0.030 0.493
C 0.3607 0.2609 -1.9518 0.575 -0.005 -0.009 -0.754
S -0.7807 1.3121 -0.9965 -0.429 -0.968 -0.568 0.159
C 0.1400 1.5768 0.5202 -0.614 1.373 -0.356 -0.737
H 1.0008 0.9777 -2.4447 0.274 -0.173 -0.569 0.215
H 1.0338 -0.4281 -1.4201 -0.469 0.369 0.555 0.218
H -0.1411 -0.3890 -2.6678 -0.345 0.437 -0.073 0.232
H 1.1041 1.1092 0.4264 0.257 -0.085 0.381 0.234
H -0.4649 1.2238 1.3462 0.443 -0.018 0.219 0.216
H 0.2151 2.6700 0.5867 0.382 -0.328 0.294 0.222

=====

Record 2
93
Properties=species:S:1:pos:R:3:forces:R:3:lowdin_charge:R:1 method="wB97M-V/def2-TZVPD" total_charge=0 max_force_ev_per_a=3.95 smiles=ClC(Cl)(Cl)Cl.c1cc[nH]c1.c1cc[nH]c1.c1cc[nH]c1.c1cc[nH]c1.c1cc[nH]c1.c1cc[nH]c1.c1cc[nH]c1.CCO.CCO orbital_gap_ev=8.087 total_energy_ev=-99592.717
Cl -1.7995 -8.9794 -4.9237 0.393 -0.227 -0.371 0.487
C -0.9730 -9.7637 -6.3227 -0.227 0.484 0.541 -2.079
Cl -1.5458 -9.0018 -7.7938 0.183 0.329 -0.232 0.529
Cl 0.7784 -9.6434 -6.1372 -0.072 0.301 -0.060 0.523
Cl -1.3985 -11.4395 -6.3842 -0.278 -0.880 0.130 0.537
C -6.1325 -8.5380 -14.1703 2.182 0.395 -0.018 -0.116
C -6.7462 -8.9193 -15.3555 0.547 -1.829 -1.826 -0.119
C -5.7506 -9.4881 -16.2068 -1.111 1.246 0.730 -0.127
N -4.5403 -9.3283 -15.5822 -1.398 0.067 -0.497 -0.009
C -4.7582 -8.7288 -14.3804 0.329 -0.141 0.849 -0.150
H -6.5647 -8.1192 -13.2735 -0.010 -0.014 -0.172 0.090
H -7.8073 -8.9244 -15.5568 0.097 0.039 -0.092 0.085
H -5.7797 -9.8303 -17.2308 -0.228 -0.100 0.177 0.096
H -3.6735 -9.5876 -16.0311 -0.075 0.222 0.502 0.149
H -3.8764 -8.5431 -13.7852 -0.331 0.113 0.352 0.100
C -3.9588 -4.2246 0.2346 1.909 -1.934 -2.187 -0.156
C -4.6225 -3.3430 1.0345 -1.066 2.661 -1.023 -0.106
C -4.7274 -2.1677 0.2387 -0.421 -0.452 1.129 -0.131
N -4.1493 -2.3778 -0.9945 0.535 -0.258 1.534 0.002
C -3.5630 -3.6208 -0.9543 -0.932 -0.085 -0.141 -0.136
H -3.7937 -5.2864 0.3425 0.168 0.069 0.557 0.094
H -5.0586 -3.5466 2.0013 0.050 0.303 -0.100 0.093
H -5.1539 -1.2189 0.5288 -0.030 -0.036 -0.275 0.095
H -3.9980 -1.6857 -1.7144 -0.072 -0.113 0.357 0.143
H -3.0114 -3.9847 -1.8086 -0.130 -0.159 0.148 0.102
C 2.2175 -5.6454 0.3652 0.517 0.078 1.934 -0.117
C 2.4499 -6.7587 -0.4159 0.152 -1.519 -1.890 -0.140
C 3.1597 -7.7499 0.2762 -0.684 1.570 -0.254 -0.112
N 3.4053 -7.1994 1.5282 -0.758 -0.796 -1.645 0.002
C 2.7962 -5.9743 1.5564 0.650 0.454 2.429 -0.168
H 1.6782 -4.7252 0.1951 0.103 -0.218 -0.307 0.101
H 2.0988 -6.7100 -1.4361 0.224 -0.842 -0.172 0.089
H 3.4711 -8.7512 0.0179 0.002 0.235 -0.072 0.097
H 3.7358 -7.7897 2.2781 -0.074 0.689 0.130 0.145
H 2.8469 -5.4669 2.5085 -0.141 0.349 -0.164 0.104
C 6.4153 -12.9611 -11.1157 0.329 0.658 -1.445 -0.110
C 5.7602 -12.2112 -10.1441 -0.094 -0.360 1.093 -0.150
C 5.5918 -10.9593 -10.6057 -0.708 1.884 -0.568 -0.152
N 6.0876 -10.8468 -11.9090 -0.171 -1.602 1.481 0.024
C 6.5802 -12.0998 -12.2030 0.486 -0.987 -0.111 -0.145
H 6.7286 -13.9836 -10.9652 0.068 0.090 -0.510 0.091
H 5.4645 -12.5842 -9.1746 -0.018 0.224 0.005 0.097
H 5.0972 -10.1450 -10.0971 0.116 0.124 -0.263 0.102
H 5.9970 -10.0688 -12.5466 0.046 -0.260 0.325 0.144
H 7.0460 -12.3329 -13.1492 -0.066 0.230 -0.002 0.098
C -8.2501 -9.5078 -6.9671 1.651 2.203 0.782 -0.131
C -8.9913 -9.6683 -8.1133 -1.197 1.455 -2.210 -0.139
C -9.2036 -8.4014 -8.6815 0.157 0.523 1.241 -0.119
N -8.6309 -7.3975 -7.8415 0.452 -3.892 -0.461 0.018
C -7.9331 -8.1356 -6.8632 -0.933 -0.302 0.182 -0.128
H -7.8541 -10.2836 -6.3286 -0.026 0.147 0.008 0.091
H -9.3246 -10.5884 -8.5700 -0.063 0.067 0.113 0.092
H -9.7351 -8.0941 -9.5700 -0.038 -0.158 0.108 0.091
H -8.6334 -6.4124 -8.0646 0.294 -0.345 0.297 0.134
H -7.2662 -7.6972 -6.1356 -0.289 0.301 -0.061 0.092
C 4.9289 -14.9150 -2.9751 -1.359 1.369 -0.426 -0.137
C 5.5069 -16.0452 -3.5310 -0.411 -1.075 -1.691 -0.108
C 4.7533 -16.3856 -4.7091 1.890 0.566 1.688 -0.117
N 3.8265 -15.4033 -4.8561 -0.753 0.327 0.424 -0.013
C 3.8919 -14.5310 -3.8067 0.186 0.083 0.403 -0.150
H 5.1572 -14.3244 -2.1002 0.381 -0.361 0.040 0.092
H 6.4258 -16.4528 -3.1362 -0.194 -0.547 -0.326 0.085
H 4.9286 -17.1361 -5.4657 -0.114 0.048 0.174 0.098
H 3.0359 -15.3835 -5.4843 0.401 -0.252 -0.105 0.148
H 3.2112 -13.7002 -3.6933 -0.031 -0.151 -0.186 0.103
C 0.6912 -3.6615 -6.2346 -0.739 -0.032 -0.056 -0.117
C 1.3324 -3.0064 -5.1843 0.276 1.337 0.600 -0.117
C 0.5397 -1.9125 -4.8086 0.580 -1.228 -0.006 -0.121
N -0.6111 -1.9820 -5.5699 1.002 1.593 1.627 -0.003
C -0.4982 -2.9964 -6.4176 -0.775 -1.613 -2.007 -0.181
H 1.0336 -4.5437 -6.7551 -0.115 0.149 -0.033 0.094
H 2.3124 -3.2915 -4.8310 -0.101 0.296 0.295 0.090
H 0.6866 -1.1489 -4.0591 -0.065 -0.124 -0.094 0.098
H -1.3383 -1.2901 -5.4575 0.000 -0.441 -0.451 0.150
H -1.2596 -3.2063 -7.1543 -0.068 0.053 0.129 0.108
C -5.2274 -12.9791 -1.4378 -0.006 -1.152 -0.645 -0.118
C -5.8009 -11.8019 -0.7398 2.022 0.284 1.004 -0.317
O -5.9576 -12.1518 0.6528 -0.982 0.534 -0.464 -0.087
H -4.2550 -13.2876 -1.0540 0.173 0.406 0.328 0.073
H -5.0453 -12.7588 -2.4897 -0.365 -0.306 -0.201 0.076
H -5.8470 -13.8545 -1.2434 -0.262 -0.056 -0.622 0.079
H -6.6613 -11.3401 -1.2240 -0.363 -0.451 0.603 0.117
H -4.9872 -11.0785 -0.7914 -0.227 0.743 -0.010 0.102
H -5.0719 -12.2648 1.0057 0.013 0.002 0.003 0.076
C 1.4074 -5.3611 -12.9125 -0.651 -0.794 -1.154 -0.071
C 1.5850 -5.6677 -14.4541 -0.108 2.305 1.603 -0.341
O 2.5847 -6.5900 -14.5700 1.888 -1.962 -0.209 -0.081
H 2.3309 -4.9710 -12.4845 0.091 -0.213 -0.214 0.068
H 1.1518 -6.3200 -12.4615 0.103 0.092 0.370 0.063
H 0.6196 -4.6479 -12.6702 -0.133 -0.019 -0.284 0.062
H 1.9733 -4.7317 -14.8555 -0.623 0.270 -0.544 0.103
H 0.7239 -6.0403 -15.0089 -0.462 0.415 0.385 0.108
H 3.2692 -6.2774 -15.1660 -0.099 -0.098 0.051 0.089

=====

Record 3
67
Properties=species:S:1:pos:R:3:forces:R:3:nbo_charge:R:1 method="wB97M-V/def2-TZVPD" total_charge=-1 max_force_ev_per_a=3.97 orbital_gap_ev=5.906 total_energy_ev=-131903.250
O 0.7391 -1.3598 -4.4185 -0.105 0.955 1.921 -0.535
C 0.5913 -0.9271 -3.3477 0.015 -1.207 -1.668 0.598
Co 0.1874 -0.3826 -1.7017 2.213 -3.123 0.806 -0.101
C -0.5845 -1.5834 -0.6799 -0.306 -3.430 0.660 0.423
O -1.0128 -2.5775 -0.2167 1.034 2.021 -0.790 -0.623
C 1.9092 -0.3944 -1.3129 2.636 0.438 0.937 0.537
O 3.0506 -0.5185 -1.1283 -1.803 -0.001 -0.462 -0.557
C -0.9007 1.0816 -1.6005 -0.665 3.133 -2.341 -0.599
C -1.4033 0.0362 -2.3687 -2.369 1.630 0.210 0.100
C -2.3135 -0.3947 -3.2844 -0.666 0.237 -0.044 -0.454
C -3.1313 -1.5635 -3.1427 0.676 -0.423 -1.066 -0.011
C -3.7635 -2.0473 -4.3134 0.086 -0.318 0.224 -0.224
C -4.2567 -3.3400 -4.3497 -0.158 -0.043 0.061 -0.221
C -4.1764 -4.1726 -3.2247 0.136 0.217 0.125 -0.279
C -3.7572 -3.6104 -2.0128 -0.302 0.103 -0.273 -0.168
C -3.3131 -2.2898 -1.9422 -0.260 0.142 -0.238 -0.276
Co -1.0474 0.7272 0.2164 0.084 -0.985 0.179 -0.091
C -1.7325 -0.5191 1.2391 -1.797 -1.055 1.006 0.470
O -2.2244 -1.3315 1.9101 0.667 1.088 -0.416 -0.568
C -1.9837 2.1614 0.4321 -0.650 0.902 0.060 0.606
O -2.5792 3.1542 0.5440 0.687 -1.180 -0.109 -0.562
P 0.7123 1.2376 1.2713 0.210 0.850 0.456 0.992
C 1.8093 -0.0536 2.0005 0.025 0.027 0.234 -0.387
C 2.8601 0.2876 2.8675 0.021 -0.476 -0.063 -0.195
C 3.6747 -0.7207 3.3973 -0.291 0.062 -0.130 -0.227
C 3.4155 -2.0676 3.0952 0.041 0.181 -0.092 -0.203
C 2.3429 -2.4121 2.2713 0.113 0.158 0.135 -0.228
C 1.5422 -1.4025 1.7410 -0.036 0.100 0.020 -0.109
C 1.8237 2.3898 0.3611 0.327 -0.075 0.325 -0.348
C 3.2036 2.1717 0.2595 -0.282 0.451 -0.151 -0.209
C 3.9837 3.0155 -0.5340 -0.195 0.027 0.007 -0.214
C 3.3889 4.0911 -1.2012 0.026 0.037 0.169 -0.237
C 2.0199 4.3507 -1.0572 -0.001 -0.362 0.323 -0.155
C 1.2351 3.4931 -0.2784 0.236 -0.054 -0.281 -0.223
C 0.2665 2.2103 2.7754 0.525 -0.064 0.198 -0.347
C 0.7381 3.5091 3.0075 -0.373 -0.128 0.211 -0.168
C 0.3329 4.2007 4.1536 -0.160 -0.368 0.014 -0.232
C -0.5222 3.5784 5.0725 0.199 0.045 -0.052 -0.227
C -0.9830 2.2741 4.8536 0.279 0.011 -0.276 -0.199
C -0.5797 1.5863 3.7071 -0.086 0.374 0.058 -0.208
H -0.7520 2.1068 -1.9282 0.194 -0.033 -0.357 0.199
H -2.3604 0.1477 -4.2477 -0.787 0.452 0.854 0.211
H -3.7896 -1.3822 -5.1830 0.025 -0.413 0.180 0.199
H -4.7119 -3.7134 -5.2618 0.111 -0.041 -0.001 0.197
H -4.4290 -5.2332 -3.2931 -0.064 0.407 0.071 0.205
H -3.7848 -4.2100 -1.1095 -0.019 0.040 0.016 0.202
H -3.1502 -1.7956 -0.9822 0.229 -0.309 -0.406 0.232
H 3.0275 1.3396 3.1190 0.028 -0.378 -0.054 0.220
H 4.5065 -0.4456 4.0489 -0.235 -0.161 -0.155 0.208
H 4.0588 -2.8507 3.4990 -0.146 0.230 -0.054 0.207
H 2.1176 -3.4573 2.0273 0.147 0.454 0.177 0.220
H 0.6870 -1.6771 1.1266 0.417 0.143 0.252 0.218
H 3.6546 1.3471 0.8066 -0.024 0.164 -0.326 0.229
H 5.0552 2.8158 -0.6209 -0.348 0.166 -0.057 0.210
H 4.0026 4.7519 -1.8139 -0.145 -0.168 0.107 0.205
H 1.5512 5.2111 -1.5409 0.227 -0.286 0.079 0.202
H 0.1561 3.6674 -0.1859 0.452 -0.104 -0.032 0.230
H 1.3984 3.9825 2.2796 -0.162 -0.111 0.278 0.216
H 0.6959 5.2177 4.3187 -0.158 -0.308 0.050 0.207
H -0.8058 4.1030 5.9836 -0.027 -0.054 -0.211 0.205
H -1.6491 1.7836 5.5693 0.246 0.239 -0.211 0.211
H -0.9443 0.5724 3.5148 0.150 0.360 0.098 0.230
N -0.5583 -4.3887 -2.4591 -0.376 -0.722 -0.440 -0.531
O -1.1412 -5.6688 -2.9234 0.532 0.212 0.740 -0.619
H -0.1548 -3.9869 -3.3125 -0.187 -0.293 0.241 0.335
H -1.3781 -3.8025 -2.2504 0.316 -0.379 -0.095 0.354
H -0.8640 -6.3227 -2.2414 -0.127 0.999 -0.633 0.456